No. 1
19
Properties=species:S:1:pos:R:3:forces:R:3 method="wB97M-V/def2-TZVPD" homo_lumo_gap_ev=10.83
C -1.70944 -0.35658 1.46279 -0.2195 0.0019 0.1008
O -0.42343 -0.43833 0.89022 0.0492 -0.0119 0.0043
C -0.20587 0.40720 -0.23881 0.0415 0.1208 -0.1882
C -0.39627 1.88118 0.09965 -0.0073 0.0394 0.0324
C 1.20432 0.11383 -0.74180 0.0056 0.0218 0.0364
C 1.42288 -1.33907 -1.16223 0.0530 0.2494 -0.3586
O 1.44124 -2.23454 -0.07612 -0.1714 -0.0565 0.1831
H -2.48293 -0.19848 0.69739 0.1089 -0.0615 0.0848
H -1.77177 0.45508 2.19989 -0.0021 -0.0999 -0.1349
H -1.90310 -1.30617 1.96836 0.0146 0.1453 -0.0467
H -0.93296 0.12200 -1.02132 0.0864 0.0257 0.1040
H 0.28795 2.17896 0.90163 -0.0741 -0.0442 -0.0972
H -1.42138 2.09738 0.41797 0.1559 -0.0346 -0.0413
H -0.18722 2.49635 -0.78213 -0.0239 -0.1006 0.1272
H 1.92194 0.36823 0.04894 -0.0820 -0.0087 -0.0900
H 1.40595 0.77307 -1.59609 -0.0374 -0.1135 0.1003
H 0.65171 -1.61821 -1.90325 0.0953 -0.0010 0.1432
H 2.39387 -1.43204 -1.66156 -0.1388 0.0158 0.0587
H 0.70450 -1.96986 0.49645 0.1461 -0.0876 -0.0182

No. 2
79
Properties=species:S:1:pos:R:3:forces:R:3 method="wB97M-V/def2-TZVPD" s_squared=0.76 total_charge=+2 homo_lumo_gap_ev="6.41 / 6.12" spin_multiplicity=2
V -0.61275 0.54121 -1.92549 -0.3603 0.2732 4.7014
C -2.12076 0.99414 -3.01014 -1.9157 -0.8352 -0.5181
C -2.00444 -0.46633 -2.84197 -1.0481 0.7237 -1.2622
C -1.36321 -1.33537 -3.87696 -0.0194 -0.7163 -0.6729
C 0.06134 -0.87811 -4.25394 0.0612 -0.6931 -0.5974
C 0.73887 -0.10711 -3.14454 1.5578 0.4041 -1.1993
C 0.70145 1.37169 -3.07123 1.0808 -1.2379 -1.1780
C -0.09348 2.19561 -4.02423 -0.3740 0.8113 -1.0198
C -1.57343 1.75788 -4.17767 -0.1394 0.7273 -1.0143
C 1.38337 0.12402 3.00048 -0.4000 0.0748 0.1991
H -3.03335 1.43226 -2.60219 0.2662 -0.2093 0.2353
H -2.83544 -0.94853 -2.31332 0.3387 0.3711 0.2736
H -1.97327 -1.38128 -4.79250 0.0287 -0.0003 0.2387
H -1.31798 -2.37138 -3.50182 -0.0406 0.3267 -0.0484
H 0.64594 -1.79083 -4.46522 -0.1408 0.4894 0.0042
H 0.05815 -0.29770 -5.19017 -0.0193 -0.0816 0.3725
H 1.65861 -0.60002 -2.82028 -0.0876 0.4352 0.1340
H 1.63877 1.83821 -2.78324 -0.1322 -0.0663 0.6284
H 0.35800 2.20483 -5.02782 0.0557 -0.0261 0.2193
H -0.08023 3.24779 -3.69862 0.0929 -0.3431 0.0303
H -2.17240 2.67823 -4.28526 0.2042 -0.4253 -0.0328
H -1.71001 1.20984 -5.12284 0.0217 0.0100 0.3540
H 0.44849 0.69972 2.93686 0.3463 -0.0967 0.1838
H 2.03848 0.58533 3.75500 -0.0698 -0.1815 -0.2841
H 1.14896 -0.90393 3.31546 0.0960 0.3033 -0.0426
P -1.39483 -0.70723 1.59281 -0.7275 0.2110 -1.7220
P 2.21094 0.08724 1.42968 0.9674 1.0246 0.1620
C -0.20767 -0.79084 0.00520 2.7677 -1.2876 2.9774
C 1.17410 -0.50173 0.07533 -2.4154 -1.8864 -0.4956
C -2.44161 -2.20302 1.55289 0.2248 -0.4964 0.2476
C -2.72892 -2.95868 0.39882 0.0998 -0.0029 0.2113
C -3.51495 -4.10860 0.51466 0.1162 0.3222 -0.0924
C -4.02630 -4.49909 1.75645 0.2006 0.1892 0.2248
C -3.72893 -3.75671 2.90270 -0.1512 -0.0810 -0.4358
C -2.95223 -2.61070 2.79408 0.3146 0.2388 0.0165
C -2.44138 0.50626 0.75631 0.5396 0.6542 -0.6666
C -1.79101 1.59597 0.10365 -0.7474 0.5480 0.8061
C -2.54641 2.75627 -0.17048 0.3948 -0.4475 -0.3185
C -3.93287 2.74532 -0.02902 0.0202 -0.2497 0.0737
C -4.57753 1.55905 0.35105 0.3933 0.0395 -0.0840
C -3.83724 0.44917 0.76931 -0.1487 0.1949 0.1063
C 3.63889 -1.01224 1.56306 0.0282 -0.3438 -0.3602
C 3.43107 -2.34606 1.97423 0.0805 0.1008 -0.0213
C 4.51903 -3.21053 2.11919 -0.1081 0.2998 -0.0649
C 5.81363 -2.74887 1.84245 -0.2288 0.2072 -0.0975
C 6.01915 -1.44030 1.38779 -0.2221 -0.0650 0.0831
C 4.93393 -0.57048 1.24764 -0.0718 0.0289 -0.0368
C 2.66509 1.76693 0.91674 -0.4088 0.2904 -0.1655
C 2.35009 2.88766 1.70846 0.1962 -0.2290 -0.0567
C 2.62682 4.17407 1.23461 0.0084 -0.0967 0.0154
C 3.17038 4.35942 -0.03908 -0.1017 -0.3691 -0.0040
C 3.39441 3.25216 -0.86767 -0.0046 -0.1267 0.2754
C 3.15014 1.96382 -0.38812 0.0026 0.0546 -0.1498
H -0.48953 -1.71345 -0.54226 0.1043 0.8146 -0.7815
H 1.80222 -0.95548 -0.70786 -0.2692 0.3725 0.1739
H -2.35020 -2.65250 -0.57943 -0.1625 -0.1735 0.2293
H -3.72314 -4.69971 -0.37746 -0.0104 0.1729 0.2561
H -4.65099 -5.38489 1.83762 0.1602 0.1153 -0.0712
H -4.08943 -4.05646 3.88405 -0.0237 0.0279 -0.2572
H -2.73921 -2.01091 3.67669 -0.0608 -0.2531 -0.1450
H -0.68172 1.61680 -0.03231 -0.6774 0.3670 0.7474
H -2.03182 3.64510 -0.52897 -0.1594 -0.1128 -0.0032
H -4.52039 3.64316 -0.23531 0.2505 -0.3247 0.0050
H -5.66029 1.50652 0.34265 0.0803 0.0353 0.0890
H -4.35366 -0.45641 1.10903 0.2697 0.4617 0.0464
H 2.41603 -2.69969 2.17672 0.3363 0.0029 0.0162
H 4.35647 -4.24074 2.44506 0.0641 0.3939 -0.1009
H 6.66458 -3.41757 1.97195 -0.2336 0.1772 -0.0639
H 7.02494 -1.09406 1.13854 -0.3642 -0.1182 0.1396
H 5.08493 0.45156 0.89362 0.0601 -0.3114 0.1583
H 1.89787 2.74873 2.69142 0.1832 0.1589 -0.2163
H 2.41226 5.03829 1.86536 0.0685 -0.2915 -0.1711
H 3.40649 5.36012 -0.40018 -0.1227 -0.2460 0.1223
H 3.76275 3.39030 -1.88496 -0.0323 -0.0345 0.3146
H 3.31827 1.10528 -1.04638 0.0829 0.2712 0.2037
O -0.59579 0.69986 5.37357 -1.1343 -0.7118 -1.2207
N -1.44532 0.08861 4.72652 -0.0960 -0.9720 1.7693
O -2.15083 -0.83601 5.17445 1.3506 1.7985 -1.0148
O -1.62995 0.48514 3.44680 -0.0861 -0.3800 -0.3584

No. 3
8
Properties=species:S:1:pos:R:3:forces:R:3 method="wB97M-V/def2-TZVPD" homo_lumo_gap_ev=10.94
C -0.03201 -0.13140 0.30666 -1.0029 -2.1778 -0.0393
N 1.11490 -0.21873 0.85891 -1.9465 2.6608 0.3467
O 1.78032 -1.26144 0.32604 1.0608 -2.1096 -0.8617
C 3.07265 -1.07071 -0.03767 0.0921 -1.2127 0.1655
O 3.75309 -1.98156 -0.39239 -0.5644 0.8656 0.2053
Br 3.60075 0.71579 0.07939 0.7401 0.7796 -0.1525
H -0.88786 0.51812 0.58434 1.3715 0.0112 0.2068
H -0.31475 -1.00875 -0.34258 0.2493 1.1828 0.1292

No. 4
8
Properties=species:S:1:pos:R:3:forces:R:3 method="wB97M-V/def2-TZVPD" homo_lumo_gap_ev=10.13
O -0.34801 1.88279 1.55027 0.4690 -0.5758 -0.0502
C -0.57839 1.20451 0.60276 1.7139 -3.4919 -0.9447
C 0.14129 -0.31559 0.19900 2.0655 2.4913 1.5616
C 0.56361 -1.11488 -1.06969 -4.7000 2.9247 6.7176
N -0.44564 -1.47604 -0.41314 -0.7563 -1.5765 -1.4265
H -1.28877 1.38202 -0.13050 -1.9790 1.1447 -1.5025
H 0.76863 -0.49803 1.06920 -0.0243 -0.3583 0.0812
H 1.18727 -1.06478 -1.80791 3.2111 -0.5581 -4.4365

| no. | largest force on an atom (eV/A) |
| --- | --- |
| 1 | 0.44 |
| 2 | 4.72 |
| 3 | 3.31 |
| 4 | 8.70 |